# C3H6N2O

The molecule C3H6N2O in a non-equilibrium geometry (ωB97M-V with the def2-TZVPD basis set, the OMol25 dataset).

CARTESIAN COORDINATES (ANGSTROEM)
N -1.2732 0.8074 -0.5128
C -0.4377 0.5457 0.5779
O -0.7997 1.0722 1.6803
C 0.7193 -0.3600 0.3265
C 1.4638 -0.5579 -0.9938
N 0.3433 -1.4195 -0.7863
H -1.0507 0.2035 -1.3499
H -2.1742 1.3370 -0.4651
H 1.2107 -0.5963 1.2788
H 2.5045 -0.9956 -1.1045
H 1.3892 0.3151 -1.7639
H 0.5548 -2.3236 -0.4081

Cartesian forces (eV/Å) of the 3 atoms listed first:
1.1388 -1.2843 -1.1676
-3.9403 3.2689 1.3146
2.2936 -2.0338 -2.5566

* spin multiplicity: 1
* gap between HOMO and LUMO: 0.38736 Eh
* LUMO energy: 0.9 eV
* SMILES string: NC(=O)[C@@H]1CN1
* energy above the lowest of the compared OMol25 structures with the same formula, charge and spin: 2.2191 eV
* E: -302.61155 Ha